1.
Entry from the Open Molecules 2025 dataset: 3 unconnected molecules or ions with the total composition C18H27F16N3O3P (ωB97M-V/def2-TZVPD).

XYZ file:
```
68
Properties=species:S:1:pos:R:3:mulliken_charge:R:1
P -1.047 -1.602 0.129 0.3617
F 3.880 -4.749 -2.100 -0.2877
F 3.319 -9.320 -3.031 -0.2586
F 1.949 3.217 1.022 -0.2197
F 3.223 -3.533 -0.425 -0.3050
F 3.056 3.179 3.440 -0.3400
F 1.460 -3.672 -2.502 -0.2642
F 1.374 7.380 2.937 -0.2849
F 0.608 8.028 4.864 -0.2942
F -1.276 7.784 2.878 -0.2497
F -0.912 5.626 2.821 -0.1673
F 2.278 -8.168 -0.853 -0.2691
F 1.207 -5.819 -2.151 -0.2289
F 3.285 -7.149 -3.293 -0.2196
F 4.262 -9.064 -0.536 -0.3222
F 0.886 3.523 3.405 -0.2196
F 1.340 5.295 1.253 -0.2216
O 1.176 5.919 4.630 -0.3926
O -5.703 -0.265 -2.201 -0.5739
O 3.201 -5.716 -0.190 -0.3785
N -3.995 1.038 -2.989 0.0865
N 0.381 -2.146 0.085 -0.5378
N -1.259 0.143 -0.304 0.0586
C -2.637 0.640 -3.387 -0.9631
C -4.599 0.194 -2.071 0.3179
C 0.637 6.997 3.992 0.7659
C -2.658 0.802 -0.413 0.0163
C -3.842 -0.094 -0.764 -1.0108
C 3.859 -8.160 -2.608 0.0782
C 4.127 -6.767 -0.393 -0.7245
C -1.380 2.188 1.006 -0.3368
C 3.591 -8.015 -1.104 0.8864
C 2.326 5.256 4.159 -0.7248
C 3.013 -4.713 -1.078 0.7768
C 1.558 -4.658 -1.573 0.2939
C 2.085 4.106 3.177 0.8723
C -0.826 6.736 3.593 0.1483
C -4.857 1.338 -4.141 -0.9806
C 2.230 4.381 1.674 0.0659
C -0.502 0.970 0.760 -0.9342
C -2.768 1.556 0.912 -1.0963
H -0.752 0.258 -1.184 0.6699
H -1.250 2.917 0.200 0.2313
H -3.626 -1.164 -0.770 0.2559
H 0.522 1.175 0.449 0.5182
H -1.728 -1.574 1.357 0.1139
H -1.436 6.604 4.487 0.2545
H -4.360 2.095 -4.750 0.3867
H 0.888 -4.435 -0.743 0.1879
H 4.934 -8.170 -2.807 0.2960
H -1.968 -2.200 -0.737 0.1138
H 3.242 4.700 1.421 0.2803
H 3.074 5.947 3.767 0.3543
H -0.465 0.362 1.669 0.3587
H -2.527 1.570 -1.183 0.4828
H -4.601 0.041 0.013 0.4001
H -1.133 2.640 1.967 0.3383
H -3.601 2.258 0.885 0.4458
H 5.049 -6.417 -0.858 0.3313
H -2.646 0.308 -4.429 0.4343
H -2.275 -0.205 -2.789 0.3085
H 2.746 4.776 5.042 0.3862
H 1.157 -1.544 -0.152 0.2309
H -2.893 0.838 1.733 0.3402
H -5.035 0.443 -4.746 0.3729
H 4.368 -7.110 0.612 0.3881
H -5.808 1.733 -3.788 0.3151
H -1.928 1.471 -3.295 0.2812
```

The value obtained for the orbital gap is 9.89 eV. The calculation puts the HOMO energy at -12.7 eV. As for the total charge: +1. The calculated total energy is -82478.05385 eV.



2.
Entry from the Open Molecules 2025 dataset: 8 unconnected molecules or ions with the total composition C32H80O16 (ωB97M-V/def2-TZVPD).

XYZ file:
```
128
Properties=species:S:1:pos:R:3:mulliken_charge:R:1
O -5.444 -0.692 0.242 -0.0457
O 4.490 -2.477 -1.298 0.1760
O -0.652 -0.652 0.091 0.9786
O -4.887 -2.744 2.062 -0.3788
O -1.272 -1.039 4.081 -0.3260
O 0.717 -1.597 -3.475 -0.1461
O 1.661 2.524 -2.341 -0.4895
O 2.116 -0.849 3.007 0.3265
O 4.018 1.633 -0.522 -0.5004
O -4.685 8.051 -1.158 -0.2953
O 5.740 -1.415 -3.543 -0.1854
O -0.364 -3.545 2.996 -0.2589
O -1.342 1.527 1.434 0.2744
O -1.768 -0.707 -4.574 -0.4743
O 4.181 -2.666 3.705 -0.2401
O -2.737 5.864 -1.890 -0.2653
C 0.396 3.204 -2.274 -0.3725
C -1.543 0.622 -4.174 -0.2789
C -3.529 8.225 -1.987 -0.4977
C -0.301 -2.051 0.020 0.3706
C -3.126 6.926 -2.719 -0.7064
C -2.346 0.768 0.803 -1.2192
C -5.350 -3.041 0.802 -0.3364
C 3.178 -0.538 3.848 -0.9811
C 5.309 1.115 -0.708 -0.3542
C 4.490 -3.877 4.319 -0.7891
C 5.739 -2.926 -1.724 -0.6788
C -4.934 9.160 -0.346 -0.7043
C -1.496 2.915 1.231 -0.7435
C -0.435 -2.403 -3.676 -0.6123
C 3.589 -1.765 4.602 -0.5399
C -3.658 -3.510 2.376 -0.3436
C 0.965 -4.059 2.692 -0.8816
C 4.314 -2.615 0.040 -1.0040
C -1.870 -0.640 0.810 0.6559
C -0.341 -1.881 4.697 0.6044
C -5.954 0.191 -0.685 -0.7822
C -3.773 5.176 -1.200 -0.0699
C -1.072 0.334 4.363 -0.5382
C -0.562 -3.354 4.387 -0.9237
C 5.548 -1.164 -4.908 -0.7332
C 1.613 0.365 2.270 -0.8799
C 1.901 -2.366 -3.815 -0.5893
C 3.021 0.971 -1.263 -0.4251
C -6.229 -1.876 0.372 -0.7860
C -1.716 -1.629 -3.497 -0.2253
C 1.760 1.733 -1.161 0.4145
C 5.773 -2.764 -3.280 -0.4990
H -2.335 7.098 -3.437 0.3572
H -4.083 5.805 -0.359 0.2647
H -0.780 0.712 -3.393 -0.1421
H 1.734 2.313 -0.198 0.2942
H 3.403 1.070 -2.294 0.6535
H 0.905 1.068 -1.129 -0.1767
H 4.988 -2.001 0.659 0.3351
H 5.416 0.114 -0.187 -0.0511
H 0.113 -3.994 4.993 0.4431
H -0.639 3.454 1.527 0.4597
H -3.861 -4.569 2.170 0.3898
H -2.705 8.598 -1.372 0.3784
H 1.808 1.262 2.901 0.4459
H -2.478 1.047 -0.266 0.2917
H -2.861 -3.148 1.738 0.0616
H 2.957 -0.068 -0.964 -0.0938
H -2.360 3.266 1.800 0.2954
H 2.007 -2.548 -4.878 0.3762
H 2.822 -1.926 -3.393 -0.1381
H 0.021 0.480 4.456 0.1478
H 0.523 0.298 2.028 -0.0002
H 4.298 -1.501 5.401 0.4915
H 4.552 -1.529 -5.167 0.2626
H 3.534 -4.287 4.765 0.2803
H 5.622 -0.116 -5.073 0.2485
H 1.721 -3.387 3.108 0.3416
H -3.417 -3.313 3.393 0.1615
H 6.318 -1.678 -5.535 0.3058
H -0.394 2.500 -2.445 -0.0233
H 1.767 -3.351 -3.355 0.3819
H 5.969 1.838 -0.331 0.3770
H -1.773 -1.007 1.834 -0.9579
H -0.492 -2.755 -4.739 0.4194
H 3.271 -2.284 0.235 -0.0873
H 5.209 -3.776 5.151 0.3085
H -5.790 -4.040 0.682 0.3922
H -4.057 6.657 -3.261 0.3510
H 4.419 -3.648 0.349 0.5949
H -6.680 -2.184 -0.621 0.4478
H -5.387 1.099 -0.606 0.1494
H -3.748 8.925 -2.784 0.3876
H -2.573 -2.295 -3.520 0.3984
H -1.675 3.104 0.171 -0.2629
H 2.795 -2.253 5.148 0.3233
H -2.597 -1.282 0.312 -0.0295
H 5.964 -4.016 -1.471 0.3020
H -1.591 0.572 5.308 0.3857
H -1.124 1.155 -5.015 0.3771
H -3.278 0.885 1.331 0.5196
H -7.041 0.437 -0.538 0.3252
H -2.454 1.189 -3.834 0.2889
H 5.535 0.949 -1.791 0.2095
H -3.315 4.249 -0.913 -0.2782
H 0.650 -2.132 -0.428 0.1398
H -1.442 0.950 3.544 0.0083
H 4.032 -0.155 3.296 0.4218
H -0.231 -1.819 5.804 0.4308
H -4.615 4.961 -1.945 0.2796
H -1.097 -2.564 -0.543 0.0816
H 0.718 -1.719 4.332 -0.5774
H -1.738 -1.061 -2.555 0.0050
H -7.011 -1.736 1.036 0.3693
H 6.696 -3.203 -3.762 0.3612
H 2.959 0.312 4.547 0.4054
H 2.250 0.456 1.387 0.1967
H 1.050 -4.096 1.625 0.2264
H -5.806 -0.186 -1.712 0.3350
H 4.946 -3.280 -3.818 0.3096
H -1.559 -3.692 4.745 0.3040
H -5.707 8.825 0.336 0.2355
H 0.229 3.708 -1.295 0.2381
H -0.318 -2.445 1.045 -0.7974
H 6.571 -2.341 -1.367 0.3276
H 1.038 -5.061 3.122 0.4183
H -4.451 -3.030 0.161 0.1427
H 0.378 3.942 -3.089 0.2872
H -5.361 9.986 -0.888 0.2846
H -4.021 9.507 0.171 0.3035
H 4.907 -4.546 3.562 0.2319
H -0.388 -3.228 -2.938 0.3467
```

The value obtained for the orbital gap is 9.87 eV. The calculation puts the HOMO energy at -9.1 eV. Its structure (SMILES) is COCCOC.COCCOC.COCCOC.COCCOC.COCCOC.COCCOC.COCCOC.COCCOC. As for the total charge: 0. The calculated total energy is -67230.11774 eV.



3.
Entry from the Open Molecules 2025 dataset: a molecular structure, C11H20AgBN6S (ωB97M-V/def2-TZVPD).

XYZ file:
```
40
Properties=species:S:1:pos:R:3:mulliken_charge:R:1
Ag 0.475 0.894 1.878 0.3554
S 2.811 0.452 1.255 -0.4133
N -2.340 1.460 1.049 0.1998
N 1.733 -1.447 -0.246 0.0676
N -1.745 -0.980 0.657 0.1243
N 2.032 0.559 -1.310 -0.0007
N -0.745 -1.199 1.532 -0.2953
N -1.460 1.947 1.947 -0.4197
C -3.474 2.832 2.365 -0.8271
C 1.594 -2.642 -2.424 -1.2601
C -0.892 -2.444 1.975 -0.6185
C -3.553 1.978 1.281 -0.1699
C 3.736 2.322 -1.688 -1.1741
C 0.846 -2.011 -1.256 -0.3903
C -1.995 -3.058 1.368 -0.8032
C -2.511 -2.076 0.544 -0.1749
C -2.132 2.772 2.745 -0.4608
C 2.283 1.995 -1.383 -0.6276
C 2.150 -0.176 -0.205 0.1620
B -1.917 0.412 -0.019 0.6998
H -4.386 1.711 0.653 0.4209
H -1.622 3.289 3.542 0.4218
H 1.735 -1.889 0.659 0.2952
H 4.382 1.933 -0.902 0.3036
H 0.890 -3.048 -3.150 0.3756
H -4.262 3.416 2.804 0.3714
H -0.851 0.754 -0.490 -0.2522
H 1.628 2.384 -2.163 0.4214
H 0.233 -2.756 -0.748 0.3066
H 2.234 -3.451 -2.074 0.3419
H -2.367 -4.057 1.516 0.3972
H -3.363 -2.081 -0.114 0.4376
H 0.153 -1.235 -1.595 0.2958
H -2.795 0.328 -0.845 -0.1357
H 1.584 0.137 -2.107 0.2416
H 2.229 -1.915 -2.934 0.3003
H 1.978 2.441 -0.437 0.3402
H 3.870 3.403 -1.742 0.3879
H -0.205 -2.845 2.705 0.4418
H 4.040 1.889 -2.642 0.3140
```

The value obtained for the orbital gap is 8.99 eV. The calculation puts the HOMO energy at -8.4 eV. As for the total charge: 0. The calculated total energy is -36184.94734 eV.



4.
Entry from the Open Molecules 2025 dataset: a molecular structure, C45H72Br2N4ORbSi2 (ωB97M-V/def2-TZVPD).

XYZ file:
```
127
Properties=species:S:1:pos:R:3:mulliken_charge:R:1
Rb -1.875 -0.145 0.036 1.2017
Br 0.574 0.338 -2.089 -0.6542
Br 0.443 0.138 2.253 -0.4694
Si 2.268 0.220 -3.665 -0.3226
Si 2.090 0.050 3.874 -0.5159
O -3.050 -2.229 1.364 -0.1907
N -5.119 1.274 0.272 0.1252
N -3.687 1.232 -2.085 -0.0163
N -3.920 0.314 2.543 0.1095
N -3.258 -2.417 -1.335 0.3234
C 0.235 1.215 -5.454 -1.6276
C 2.324 0.359 -6.509 -1.7749
C 1.387 -2.747 3.856 -1.7595
C 3.280 1.839 -3.389 2.8327
C -4.904 -4.243 -2.626 -0.4231
C 1.720 -1.592 4.813 2.3499
C 3.963 -1.341 2.225 -2.1885
C -3.026 1.026 -3.218 0.3688
C 4.921 0.340 3.809 -1.8414
C -5.711 1.517 1.440 0.8892
C -3.260 -2.529 -2.665 -0.2265
C -4.030 -3.116 0.875 -0.7616
C -3.189 0.022 3.618 -0.4932
C 2.259 2.887 4.141 -2.0512
C 2.544 3.044 -3.993 -2.1275
C 4.049 -1.177 -1.924 -2.2783
C -4.960 1.142 2.673 0.4067
C -5.296 1.684 3.914 -0.7688
C -4.057 -3.421 -3.357 -0.9758
C -4.906 -4.138 -1.248 -0.7698
C -6.910 2.378 -0.851 -0.8526
C -5.007 1.401 -2.139 0.2270
C 3.494 2.138 -1.899 -2.0662
C 4.109 -1.834 -4.333 -1.8332
C -5.704 1.336 -3.344 -0.6795
C 2.938 -1.986 5.665 -1.7516
C -5.703 1.681 -0.853 0.6016
C 4.652 1.714 -4.070 -1.7386
C 3.740 0.033 2.875 2.8780
C 3.732 1.060 1.733 -2.0417
C -4.525 1.384 5.024 -0.6834
C 1.335 0.145 -5.352 2.3867
C 0.659 -1.223 -5.531 -2.1084
C -3.628 0.977 -4.465 -0.3001
C 2.569 1.565 6.232 -1.7365
C 2.228 -2.557 -2.855 -1.8892
C -3.437 0.542 4.876 -0.6656
C -6.956 2.141 1.518 -0.8843
C -5.004 1.128 -4.521 -0.7528
C 0.511 -1.424 5.745 -1.8908
C 3.190 -1.403 -3.178 2.6488
C -7.552 2.587 0.354 -0.7150
C 0.298 1.856 5.234 -1.8997
C 1.786 1.647 4.912 2.4336
C -4.062 -3.214 -0.638 0.5021
H -6.136 2.353 4.020 0.2538
H -7.464 2.280 2.460 0.3100
H -5.028 -2.840 1.233 0.3426
H 2.499 2.989 -5.081 0.3994
H 1.205 -3.651 4.446 0.5404
H 2.234 0.737 6.858 0.3027
H 2.803 1.339 -6.457 0.3249
H -2.795 0.298 5.712 0.4590
H -0.033 -1.440 -4.714 0.2954
H 3.086 3.959 -3.734 0.6150
H 4.975 -0.355 4.649 0.3351
H 4.506 -2.127 -1.631 0.6834
H 3.802 -2.237 5.049 0.3303
H 3.539 -2.125 -5.216 0.3606
H 4.562 1.486 -5.135 0.3013
H 4.703 -2.699 -4.025 0.5084
H -5.548 -4.769 -0.646 0.4403
H -7.334 2.759 -1.769 0.3647
H 2.695 -2.869 6.263 0.5175
H 1.604 -2.839 -3.701 0.3313
H 0.090 -1.220 -6.465 0.6217
H -6.781 1.426 -3.374 0.3880
H 3.641 1.447 6.063 0.2992
H -3.041 0.818 -5.359 0.4943
H 2.424 2.488 6.800 0.5333
H -3.808 -4.107 1.275 0.3925
H -0.437 1.197 -4.595 -0.1297
H 0.286 -2.385 6.216 0.6367
H 0.641 2.219 -5.546 0.2504
H -5.548 -4.961 -3.118 0.4307
H 4.865 1.353 4.211 0.3321
H -4.012 -3.472 -4.436 0.4507
H 1.776 2.963 3.164 0.3151
H -3.449 -1.348 1.438 0.0266
H 3.132 -1.611 1.569 0.3578
H 3.340 2.892 4.001 0.3611
H 2.195 -2.967 3.161 0.3176
H -0.302 1.944 4.328 0.2817
H -2.585 -1.865 -3.197 0.5197
H 1.788 0.305 -7.460 0.5372
H 2.819 -3.435 -2.576 0.5568
H 0.486 -2.543 3.277 0.2314
H -2.371 -0.674 3.462 0.6795
H 3.446 -0.824 -1.084 0.2807
H -5.527 1.084 -5.467 0.4503
H -0.115 1.055 5.845 0.2527
H 1.530 3.137 -3.600 0.3130
H 5.192 2.661 -3.978 0.5166
H 5.859 0.260 3.252 0.5303
H 4.803 -1.040 -4.621 0.3133
H 2.907 0.880 1.043 0.1313
H 4.667 0.971 1.171 0.5648
H 5.267 0.940 -3.609 0.3248
H -0.362 1.022 -6.351 0.6219
H 4.071 3.063 -1.802 0.6257
H 4.858 -0.468 -2.103 0.2754
H 2.002 3.785 4.710 0.6196
H -4.773 1.809 5.987 0.4443
H 3.108 -0.400 -6.527 0.3160
H 3.664 2.086 2.087 0.2542
H 4.097 -2.132 2.963 0.4324
H 4.872 -1.306 1.618 0.5673
H 2.548 2.286 -1.380 0.2700
H 4.047 1.351 -1.392 0.2195
H 1.578 -2.317 -2.014 0.2591
H 0.702 -0.706 6.543 0.3083
H 0.188 2.789 5.795 0.5978
H 3.232 -1.191 6.354 0.3010
H 1.387 -2.032 -5.601 0.3603
H -0.377 -1.109 5.191 0.1319
H -8.502 3.104 0.389 0.4502
H -1.952 0.911 -3.116 -0.1919
```

The value obtained for the orbital gap is 8.99 eV. The calculation puts the HOMO energy at -11.1 eV. As for the total charge: +1. The calculated total energy is -212338.99240 eV.



Ordered energy relative to the best compared isomer or geometry (same formula, charge and spin) results: 0.0 116.0 0.0 7.3; unit kJ/mol.